Density functional theory data (ωB97M-V/def2-TZVPD) for C21H30Al2CsF10LiMgO16PS2 as an isolated structure.

Its net charge is +1. Its LUMO energy is -7.30 eV. The multiplicity is 1.

Cartesian coordinates (Å):
O1 -2.682105 1.746269 -1.253234
C1 -4.092445 -1.695044 -0.669971
F1 2.603830 3.321796 -1.577097
H1 -2.835790 -0.769333 -4.192984
C2 -1.814495 -1.379877 -0.705541
O2 0.162649 -2.080760 5.488415
H2 -2.375193 2.994306 1.119002
H3 -2.249382 -1.574350 4.216755
H4 -3.686760 -0.785995 -6.810950
O3 -0.988807 -2.530610 -6.099197
H5 1.084973 1.198862 1.911440
F2 1.911150 5.630756 -3.113994
Cs1 3.822936 3.594185 6.484639
F3 6.952475 2.228435 -1.851434
H6 -2.378945 -3.061951 -7.544732
C3 -2.007268 -2.167315 -7.046156
F4 -6.298273 -3.078668 6.749078
O4 -0.312194 -1.778263 -4.082991
O5 4.594384 5.216400 0.400724
O6 -2.447289 2.086187 1.476000
Al1 1.397112 4.035279 -2.631050
C4 1.735108 0.112606 0.150496
O7 5.976764 3.730818 -1.078034
H7 7.458951 6.197152 -2.482694
H8 0.513849 -2.294890 0.790185
H9 7.314906 7.743029 -1.610939
H10 4.883157 7.711542 -1.787265
C5 -1.131566 -1.860373 6.047570
O8 -3.652363 -1.423461 0.652014
C6 5.422919 6.921518 -2.315868
C7 1.584246 0.200846 1.726393
C8 6.840912 6.780426 -1.795245
H11 2.064465 -0.907995 -0.170964
C9 -1.378470 -5.338919 -1.029683
S1 5.464397 5.016061 -0.718033
H12 5.393272 7.117977 -3.386146
H13 -1.963243 2.413199 -1.117737
H14 -1.973709 -0.702228 1.516861
H15 4.335458 3.441150 4.766391
H16 -2.539538 -0.335225 5.448489
Mg1 -3.472612 -4.475367 0.725312
H17 -3.753323 -2.229120 -5.796626
Li1 3.336905 -0.105535 4.770646
H18 -1.922546 0.171412 -5.417235
F5 1.189328 3.035215 -4.046288
F6 -5.902855 -5.342109 5.053987
P1 -3.080488 1.118142 0.253635
F7 -4.207406 -3.049885 4.794159
O9 -0.669661 -0.259835 4.498571
O10 4.343647 2.876248 3.986104
H19 1.455028 -4.643857 1.008043
H20 0.055590 -1.370486 -1.905764
C10 -0.690860 -0.618244 -1.544097
C11 -0.034296 -3.114784 0.270892
C12 -3.082424 -1.481700 -6.229584
F8 -1.755128 -3.029584 6.152478
O11 -4.558335 1.218315 0.369131
H21 -2.856622 -3.832555 -1.787889
C13 0.423965 -0.995553 4.742359
H22 -1.878396 -6.197523 -1.540291
H23 0.222518 -6.637715 -0.217980
H24 0.869093 -0.579750 2.100378
H25 -1.204920 -0.234231 -2.467367
Al2 -5.112612 -4.056276 5.930043
F9 -0.131645 4.149537 -1.763486
H26 -1.565944 -1.503950 -7.793778
O12 -5.174021 -2.016985 -1.001318
H27 2.523078 0.845278 -0.163117
H28 -1.034281 -1.395434 7.032657
H29 2.578280 0.198137 2.253986
O13 -2.990481 -1.491512 -1.540810
C14 0.517029 -4.476530 0.417742
C15 -0.153496 -5.590692 -0.258758
C16 -1.091267 -1.747116 -5.000440
O14 4.791723 5.676481 -2.020160
S2 0.138979 0.684582 -0.560114
H30 4.606355 3.470922 3.265686
C17 -1.928176 -3.958040 -1.170760
C18 -2.276538 -0.820168 -5.126234
C19 -1.789129 -0.997180 5.020967
F10 -4.003423 -4.735345 7.095781
O15 6.711337 6.039116 -0.578919
O16 1.528516 -0.718648 4.322824
C20 -1.240802 -2.813720 -0.508652
C21 -2.439763 -0.637502 0.501771

Atoms 1-3, force components in eV/Å:
O 0.9 -0.6 3.0
C 1.6 1.3 0.0
F -1.0 0.4 -0.5

=====

Density functional theory data (ωB97M-V/def2-TZVPD) for C37H31ClGaO4P2Si as an isolated structure.

Its net charge is +1. Its LUMO energy is -3.84 eV. The multiplicity is 1. Its relative energy (zero: lowest compared OMol25 entry of this formula, charge and spin) is 0.0 kJ/mol.

Cartesian coordinates (Å):
H1 5.204973 3.432592 -1.407412
H2 4.333055 1.159047 -1.545609
H3 -2.725085 -4.657816 2.315925
H4 4.869799 -1.460120 -4.731264
C1 -1.783445 2.873390 4.397119
H5 2.369070 -1.786950 6.136929
C2 -0.703553 1.602783 2.655842
H6 -3.771506 -2.585897 3.153433
C3 -0.195722 -2.490160 1.718712
C4 1.573839 -0.738855 -5.014340
C5 4.650632 -1.377947 1.763920
C6 -0.837428 2.683954 1.775164
C7 3.358757 4.268896 -0.689420
C8 -2.762925 -2.558230 2.758182
C9 2.486242 0.995545 3.467174
C10 3.583867 -0.942399 -3.100677
C11 2.864599 -1.068168 -5.396887
H7 4.365604 -1.074967 -2.361646
Si1 -0.289945 2.617216 -0.003125
H8 3.733766 5.284436 -0.632933
H9 -2.554761 -0.446587 3.057435
H10 -1.046562 0.872700 4.648005
C12 -1.171138 1.706245 3.964559
Cl1 -3.217960 -0.158362 -0.981767
C13 1.466587 -0.998201 4.357146
C14 3.677221 1.945805 -1.200837
C15 -1.905644 3.954705 3.533059
H11 -0.432193 -4.597420 1.376722
O1 -2.931137 0.553593 0.260414
C16 2.047886 3.988744 -0.342654
H12 0.278360 -0.270010 -3.386733
C17 1.526123 2.690670 -0.408667
P1 1.849820 -0.142967 -0.991890
H13 0.812425 -2.459692 1.322193
H14 2.351431 -2.910804 -0.929404
O2 -2.921758 0.741869 -2.097062
C18 4.176733 3.237388 -1.125975
O3 -4.512494 -0.719718 -1.021377
C19 1.498398 0.010153 3.397944
C20 3.021610 -1.091305 0.017049
H15 3.088391 -1.250561 -6.440283
C21 2.406642 -1.007125 5.384353
H16 4.184171 1.753317 4.540480
C22 -1.309162 3.687317 -1.108361
H17 3.775511 -4.379915 0.452040
H18 -1.384912 4.716427 -0.736022
C23 2.361598 1.640627 -0.840862
C24 3.422193 0.982590 4.491000
H19 -0.870896 3.711174 -2.108020
H20 0.779824 -0.674120 -5.750852
C25 3.381940 -0.021154 5.451615
C26 3.864286 -1.182333 -4.437647
H21 2.504053 1.789607 2.724769
H22 -2.361330 4.875832 3.877425
H23 5.294669 -0.946134 2.522063
C27 -0.888856 -3.692287 1.761148
C28 2.995281 -2.479983 -0.167447
H24 0.713185 -1.776624 4.308915
H25 -1.551530 4.715131 1.569128
H26 5.249376 -3.393688 2.186073
H27 -2.153009 2.946147 5.414284
C29 2.299494 -0.568259 -2.709631
C30 3.846592 -0.545343 0.994172
C31 4.626437 -2.751654 1.573853
P2 0.255333 0.177432 2.061825
Ga1 -0.674816 0.386133 -0.974604
H28 3.868026 0.521779 1.161194
H29 -2.318081 3.273698 -1.178474
C32 1.296170 -0.501469 -3.675248
C33 -1.441777 3.858344 2.230925
O4 -2.158837 -1.221812 -1.084051
C34 -2.174387 -3.724653 2.284921
H30 1.408417 4.809670 -0.012864
C35 -0.776878 -1.315406 2.212554
H31 4.108835 -0.031802 6.257125
C36 3.797586 -3.305401 0.602915
C37 -2.072080 -1.354653 2.718249

Atoms 1-3, force components in eV/Å:
H -0.1 0.0 0.0
H 0.0 -0.1 0.0
H 0.0 0.1 0.0

=====

Density functional theory data (ωB97M-V/def2-TZVPD) for C24H40BHfN8OS as an isolated structure.

Its net charge is +3. Its LUMO energy is -9.95 eV. The multiplicity is 1. Its relative energy (zero: lowest compared OMol25 entry of this formula, charge and spin) is 0.0 kJ/mol.

Cartesian coordinates (Å):
H1 -1.265263 -0.214655 -4.250370
N1 0.323401 -1.238616 2.474404
H2 -2.363353 -2.698615 3.432687
H3 1.336052 4.688558 -1.579018
C1 -2.534920 -0.961612 4.678790
H4 -0.788982 3.463980 -0.835912
H5 0.108852 1.989076 -1.139613
C2 0.261452 -2.181813 4.504371
C3 -2.327317 1.120123 -1.825033
H6 0.926219 -4.480253 -2.051055
H7 -3.364789 1.184407 -4.832918
C4 1.940318 3.967197 -1.028316
H8 0.864913 4.190889 0.814191
C5 3.556304 1.540931 2.165077
H9 -3.231271 1.871846 1.017734
C6 4.065012 -2.570218 0.582504
C7 3.896969 -3.065951 -0.701349
C8 1.966269 2.424420 0.918711
H10 1.302942 -0.751113 -2.641564
C9 3.100622 2.735691 1.633333
H11 2.561367 -4.895930 -2.572234
B1 2.885478 -0.937302 2.176203
H12 0.870396 -1.799507 -3.979372
O1 -1.021631 -3.970695 0.045117
C10 1.047697 -1.783860 -2.903719
H13 0.101797 -2.060456 -2.431142
H14 -2.067303 0.004048 2.044325
N2 2.172466 -1.730268 -0.193492
H15 2.831297 4.483245 -0.673532
C11 1.732622 -4.208537 -2.737395
C12 -2.005183 -1.665026 3.417871
N3 3.049642 -1.773640 0.884110
C13 2.161006 -2.746815 -2.543780
C14 -3.454243 3.262535 -1.442032
H16 -2.369587 -1.578638 1.262172
H17 -3.717831 0.338017 0.241097
N4 2.745434 0.556532 1.799292
C15 1.581210 -1.964256 4.138832
H18 -0.147921 0.796953 -3.300295
C16 -3.742283 1.418365 0.167336
C17 -0.567159 -2.957394 0.128708
H19 2.257217 3.180085 -1.717911
N5 1.621205 -1.395225 2.942623
H20 4.566568 -3.719971 -1.237173
C18 -0.508492 -1.721489 3.459626
N6 1.725571 1.073794 1.009196
C19 -0.138571 2.726424 -0.367698
H21 2.495299 -2.165609 4.677973
C20 1.127600 3.377310 0.133522
H22 -0.715267 2.251702 0.436494
H23 4.415000 1.336018 2.788063
C21 -3.294886 1.833445 -3.962313
H24 -3.108772 2.852230 -4.296546
C22 -1.052718 0.794628 -3.896400
H25 -4.231316 1.778727 -3.418523
C23 -2.523256 -0.986862 2.167221
H26 3.001958 -2.556177 -3.215066
H27 -3.624004 -0.990671 4.682263
H28 -3.597391 -0.820395 2.249156
N7 -3.131767 1.867791 -1.087901
Hf1 0.468826 -0.580391 0.439669
H29 -4.780835 1.745310 0.174530
H30 1.374297 -4.357377 -3.755791
H31 -3.393779 3.849573 -0.526226
H32 -2.734655 3.645621 -2.158337
H33 3.541050 3.712539 1.755460
H34 -2.215587 0.083156 4.702746
H35 -2.189766 -1.442879 5.591952
H36 -0.089259 -2.613436 5.427306
N8 -2.186122 1.319645 -3.125531
H37 4.864809 -2.727017 1.291421
C24 2.718501 -2.531004 -1.170516
S1 -1.556747 -0.331381 -1.127857
H38 3.840127 -1.092590 2.868002
H39 -0.904406 1.447233 -4.754194
H40 -4.461133 3.355601 -1.843959

Atoms 1-3, force components in eV/Å:
H 0.0 0.0 0.0
N 0.1 0.0 -0.1
H 0.0 0.0 0.0

=====

Density functional theory data (ωB97M-V/def2-TZVPD) for a 2-piece molecular cluster, C8H13N2O2S overall.

Its net charge is +1. Its LUMO energy (alpha / beta) is -4.86 / -6.08 eV. The multiplicity is 1. Its relative energy (zero: lowest compared OMol25 entry of this formula, charge and spin) is 393.0 kJ/mol.

Cartesian coordinates (Å):
C1 5.707888 -0.628534 -0.161745
N1 -2.422865 0.202228 0.166128
C2 0.738622 -0.676923 1.744717
H1 6.608204 -0.456516 0.425294
H2 -2.918758 -0.319288 2.134354
C3 -0.639824 -0.402157 1.655912
H3 1.280209 -0.839470 2.639563
C4 -1.119702 -0.111432 0.349464
H4 -2.925866 -0.150671 -1.818719
H5 -2.368200 1.419040 -1.471716
H6 4.992692 -1.464910 -0.102919
C5 -0.207996 -0.031949 -0.693175
C6 -3.470989 0.006988 1.222455
C7 1.123587 -0.452095 -0.576007
H7 -3.957469 0.871271 1.499335
H8 -0.494500 0.156613 -1.755891
H9 -1.150963 -0.508455 2.586831
N2 1.595345 -0.681676 0.644667
H10 -3.918805 0.991753 -0.905692
S1 4.537698 0.726426 0.046856
H11 6.072922 -0.534722 -1.104060
C8 -2.897264 0.615727 -1.121148
O1 2.792179 -1.022641 0.866057
H12 -4.241507 -0.671470 0.826576
O2 4.145414 1.281604 -1.209081
H13 1.864348 -0.540374 -1.280290

Atoms 1-3, force components in eV/Å:
C -1.8 0.7 1.3
N 0.1 -0.4 1.1
C -1.7 1.0 -1.2

=====

Density functional theory data (ωB97M-V/def2-TZVPD) for one molecule with the formula C5H5NOS.

As for the SMILES: O=CNc1ccsc1. Its net charge is 0. Its LUMO energy is 0.74 eV. The multiplicity is 1. Its relative energy (zero: lowest compared OMol25 entry of this formula, charge and spin) is 33.9 kJ/mol.

Cartesian coordinates (Å):
H1 2.644134 2.148122 -0.161415
C1 -1.331746 -2.014477 -0.249260
C2 0.882809 -0.305785 1.590552
H2 0.627177 -1.001187 2.366108
H3 0.541697 1.158384 -1.375061
N1 -0.959308 -0.723474 -0.044030
H4 -2.378286 -2.033326 -0.619539
H5 -1.617121 -0.034386 -0.384141
C3 0.252665 -0.133349 0.391162
C4 0.890011 0.864299 -0.400992
S1 2.264716 0.691955 1.747223
O1 -0.700686 -3.026230 -0.104932
C5 1.980023 1.390930 0.204578

Atoms 1-3, force components in eV/Å:
H 0.1 0.2 -0.1
C -0.6 -0.1 -0.4
C 0.0 -0.3 -0.2

=====

Density functional theory data (ωB97M-V/def2-TZVPD) for one molecule with the formula C23H31N3O5S.

As for the SMILES: COCCCN(CC(=O)Nc1ccc(N2CCOCC2)cc1)S(=O)(=O)c1ccc(C)cc1. Its net charge is 0. Its LUMO energy is 0.51 eV. The multiplicity is 1. Its relative energy (zero: lowest compared OMol25 entry of this formula, charge and spin) is 335.9 kJ/mol.

Cartesian coordinates (Å):
C1 -4.615360 -0.331981 -2.148214
H1 -0.558512 -1.196483 0.072553
N1 -5.950908 -0.260720 -2.534442
C2 2.185297 1.228281 0.831971
H2 -3.740209 0.405491 -3.977414
H3 4.433958 -4.576960 2.091124
H4 1.753443 1.648981 1.741760
C3 -6.448674 1.587369 -4.086395
C4 -2.981710 -0.985350 -0.484578
H5 5.242282 -1.324606 4.736250
H6 -7.285920 -0.390952 -4.093398
H7 -6.649330 0.116147 -0.589194
C5 1.737729 -0.798293 -0.547346
H8 4.025574 5.275294 -0.790825
C6 3.452156 -1.165411 3.580897
H9 1.870374 1.833193 -0.022065
H10 -1.441505 0.135247 -3.266698
O1 3.924137 3.439012 0.009404
C7 -6.929002 0.303485 -1.623374
C8 4.223513 2.666008 1.146925
O2 0.789803 0.030354 3.055053
H11 3.744584 3.102660 2.038122
H12 4.049523 0.610467 1.745647
C9 -4.291110 -0.844913 -0.885158
H13 -5.075680 -1.158680 -0.213948
H14 4.145879 0.871034 -0.005739
H15 2.655875 -0.519351 -1.069540
H16 -7.840470 2.243646 -1.229634
H17 -5.475775 2.076007 -3.924443
C10 2.994799 -2.998637 2.094556
S1 1.185070 -0.923088 2.062794
C11 -7.050608 1.817885 -1.850761
C12 3.715353 1.245704 0.923612
C13 4.988340 -3.020043 3.452342
C14 6.242589 -3.693623 3.914023
C15 -1.935029 -0.630538 -1.333360
H18 -6.813294 1.827851 -5.086489
C16 -3.554697 0.008137 -2.992048
N2 -0.628228 -0.797391 -0.862178
H19 -6.090323 2.296680 -1.599549
H20 5.312816 2.655884 1.317800
N3 1.621635 -0.091725 0.706097
H21 2.335486 -3.468211 1.382063
C17 4.615451 -1.790270 3.990002
C18 2.653176 -1.772881 2.630107
H22 6.533925 -4.487816 3.232087
H23 -2.754713 -1.383219 0.494231
H24 1.753900 -1.869977 -0.340051
O3 0.225910 -1.913859 1.642124
C19 0.536190 -0.494690 -1.466587
H25 3.781368 5.264895 0.976769
H26 7.057545 -2.977469 3.993729
H27 -5.586515 -0.349730 -4.593224
H28 6.086348 -4.130262 4.900347
H29 3.136888 -0.221829 3.998002
C20 4.163033 -3.617530 2.506273
C21 -6.310936 0.070937 -3.897705
O4 -7.400119 2.113718 -3.184812
O5 0.683690 -0.042430 -2.582982
H30 -7.896247 -0.170102 -1.823982
C22 -2.238862 -0.140001 -2.596821
H31 5.383978 4.880914 0.297067
C23 4.302118 4.783742 0.139219

Atoms 1-3, force components in eV/Å:
C 0.4 -0.1 0.0
H 0.0 0.1 -0.3
N -0.4 -0.2 -0.1